65
Properties=species:S:1:pos:R:3:nbo_charge:R:1 method="wB97M-V/def2-TZVPD" max_force_ev_per_a=3.59 de_lowest_ev=2.964 homo_ha="-0.3649 / -0.3638" charge=+1 orbital_gap_ev="5.270 / 4.954"
Rh -0.006 -1.379 0.379 0.89
O 4.655 0.875 -1.749 -0.67
C 3.760 1.145 -2.696 0.37
C 4.181 1.904 -3.793 -0.28
C 3.311 2.219 -4.810 -0.15
C 1.989 1.780 -4.773 -0.26
C 1.556 1.035 -3.703 -0.16
C 2.419 0.705 -2.649 -0.21
C 1.903 -0.093 -1.538 0.59
O 0.741 -0.582 -1.567 -0.71
N 2.722 -0.301 -0.498 -0.47
N 2.203 -0.792 0.603 -0.23
C 3.015 -1.234 1.534 0.12
C 2.614 -1.795 2.759 -0.24
C 3.596 -2.348 3.604 -0.13
C 3.267 -2.968 4.778 -0.25
C 1.916 -3.077 5.162 -0.17
C 0.930 -2.537 4.391 -0.24
C 1.223 -1.860 3.171 0.38
O 0.285 -1.324 2.507 -0.70
H 4.230 0.322 -1.053 0.50
H 5.203 2.245 -3.802 0.23
H 3.661 2.815 -5.638 0.22
H 1.315 2.029 -5.576 0.22
H 0.535 0.688 -3.640 0.22
H 4.085 -1.196 1.324 0.22
H 4.625 -2.296 3.286 0.21
H 4.034 -3.377 5.413 0.23
H 1.661 -3.593 6.076 0.22
H -0.109 -2.595 4.678 0.21
O -3.731 -6.591 -0.407 -0.62
C -3.135 -5.418 -0.230 0.39
C -3.804 -4.244 0.132 -0.32
C -3.081 -3.077 0.278 0.08
N -1.765 -3.009 0.087 -0.52
C -1.137 -4.134 -0.243 0.17
Br 0.749 -3.962 -0.448 0.20
C -1.748 -5.352 -0.414 -0.31
H -4.681 -6.553 -0.230 0.50
H -4.873 -4.245 0.292 0.24
H -3.570 -2.152 0.563 0.21
H -1.186 -6.231 -0.677 0.26
C -3.255 0.841 0.738 -0.95
As -1.309 0.763 0.508 1.24
C -0.730 1.849 2.019 -0.95
C -1.017 1.925 -1.081 -0.70
C -1.556 3.307 -0.944 -0.09
C -0.799 4.289 -0.308 -0.21
C -1.270 5.586 -0.210 -0.20
C -2.506 5.918 -0.741 -0.20
C -3.262 4.951 -1.385 -0.22
C -2.792 3.654 -1.483 -0.16
H -3.576 1.881 0.809 0.27
H -3.533 0.322 1.656 0.25
H -3.757 0.369 -0.106 0.24
H -1.255 2.802 2.044 0.25
H 0.342 2.028 1.954 0.25
H -0.925 1.296 2.936 0.26
H -1.467 1.396 -1.926 0.25
H 0.064 1.955 -1.235 0.26
H 0.177 4.033 0.083 0.21
H -0.666 6.340 0.271 0.23
H -2.880 6.926 -0.659 0.23
H -4.214 5.211 -1.822 0.22
H -3.371 2.906 -2.008 0.20